Entry 1:
The following is a quantum chemistry calculation of a molecular structure, C49H65N4P3RuS2Si, from the OMol25 dataset.

Each line ends with the Löwdin spin population.
Element x y z (Å)
Ru1 0.708 -0.040 0.228  2.94
C1 0.483 5.056 2.610  0.01
C2 -0.083 3.638 2.564  0.04
C3 -1.602 3.702 2.386  0.01
P1 0.622 2.425 1.313  0.12
C4 2.303 1.972 1.897  0.01
C5 3.422 1.451 -0.303  0.03
C6 3.389 2.999 2.218  0.00
C7 0.619 3.453 -0.192  0.02
C8 1.416 4.579 -0.373  0.00
C9 1.265 5.384 -1.493  0.01
C10 0.278 5.066 -2.411  0.00
C11 -0.507 3.931 -2.236  0.01
C12 -0.346 3.060 -1.147  0.03
Si1 -1.068 1.246 -0.905  0.19
C13 -1.723 0.804 -2.674  0.05
C14 -2.491 1.710 -3.418  0.01
C15 -2.778 1.531 -4.763  0.00
C16 -2.285 0.414 -5.417  0.01
C17 -1.634 -0.563 -4.680  0.00
C18 -1.409 -0.417 -3.311  0.01
P2 -0.895 -1.811 -2.237  0.06
C19 -0.583 -3.177 -3.484  0.02
C20 0.282 -4.276 -2.860  0.00
C21 -1.776 -3.824 -4.196  0.00
C22 -2.544 -2.187 -1.447  0.01
C23 -2.542 -3.593 -0.842  0.00
C24 -3.835 -1.933 -2.222  0.00
C25 -2.530 1.120 0.238  0.19
C26 -3.680 1.831 -0.098  0.03
C27 -4.906 1.699 0.542  0.20
C28 -4.990 0.754 1.605  0.07
C29 -3.889 0.045 1.990  0.07
C30 -2.602 0.168 1.363  0.22
P3 -1.150 -0.577 2.074  0.15
C31 -0.953 0.278 3.765  0.05
C32 -0.025 -0.337 4.814  0.01
C33 -2.249 0.697 4.458  0.01
C34 -1.494 -2.389 2.461  0.02
C35 -0.395 -3.038 3.321  0.00
C36 -2.847 -2.832 3.021  0.00
H1 0.039 5.596 3.453  0.00
H2 0.227 5.605 1.703  0.00
H3 1.566 5.085 2.729  0.00
H4 0.139 3.160 3.526  0.00
H5 -1.851 4.249 1.473  0.00
H6 -2.062 4.227 3.228  0.00
H7 -2.056 2.716 2.292  0.00
H8 2.020 1.502 2.846  0.00
H9 4.406 1.885 -0.063  0.01
H10 2.814 2.234 -0.757  0.00
H11 3.591 0.708 -1.079  0.00
H12 3.651 3.608 1.352  0.00
H13 4.296 2.472 2.531  0.00
H14 3.096 3.666 3.031  0.00
H15 2.165 4.830 0.366  0.00
H16 1.899 6.250 -1.636  0.00
H17 0.119 5.695 -3.280  0.00
H18 -1.231 3.718 -3.004  0.00
H19 -2.895 2.585 -2.927  0.00
H20 -3.366 2.269 -5.297  0.00
H21 -2.443 0.278 -6.480  0.00
H22 -1.314 -1.459 -5.193  0.00
H23 0.046 -2.674 -4.229  0.00
H24 -0.261 -4.813 -2.080  0.00
H25 1.191 -3.869 -2.422  0.00
H26 0.572 -5.007 -3.622  0.00
H27 -2.300 -4.499 -3.518  0.00
H28 -1.427 -4.424 -5.043  0.00
H29 -2.502 -3.104 -4.567  0.00
H30 -2.537 -1.477 -0.611  0.01
H31 -2.798 -4.349 -1.587  0.00
H32 -3.281 -3.657 -0.039  0.00
H33 -1.568 -3.859 -0.426  0.00
H34 -3.991 -2.663 -3.019  0.00
H35 -3.854 -0.934 -2.658  0.00
H36 -4.682 -2.001 -1.533  0.00
H37 -3.617 2.545 -0.918  0.00
H38 -5.763 2.285 0.237  0.02
H39 -5.929 0.600 2.128  0.00
H40 -4.004 -0.612 2.839  0.00
H41 -0.479 1.198 3.419  0.00
H42 -0.547 -1.096 5.401  0.00
H43 0.296 0.439 5.516  0.00
H44 0.864 -0.799 4.396  0.00
H45 -2.819 -0.167 4.811  0.00
H46 -2.898 1.279 3.809  0.00
H47 -2.005 1.305 5.337  0.00
H48 -1.427 -2.815 1.457  0.00
H49 -0.653 -2.975 4.377  0.00
H50 0.592 -2.593 3.194  0.00
H51 -0.322 -4.105 3.081  0.00
H52 -3.082 -2.324 3.959  0.00
H53 -2.809 -3.906 3.235  0.00
H54 -3.662 -2.664 2.322  0.00
N1 1.605 -3.220 0.973  0.00
C37 2.331 -2.995 -0.147  0.00
N2 2.189 -1.923 -0.872  0.05
C38 3.068 -1.947 -1.939  0.00
C39 3.880 -3.031 -2.000  0.00
S1 3.554 -4.095 -0.686  0.00
C40 3.062 -0.867 -2.935  0.00
C41 4.072 -0.614 -3.805  0.00
S2 3.675 0.756 -4.775  0.00
C42 2.158 0.876 -3.923  0.00
N3 1.976 -0.027 -3.010  0.02
N4 1.243 1.824 -4.246  0.00
H55 0.816 -2.592 1.088  0.00
H56 1.495 -4.160 1.308  0.00
H57 4.609 -3.278 -2.753  0.00
H58 5.022 -1.111 -3.901  0.00
H59 1.558 2.668 -4.689  0.00
H60 0.473 1.930 -3.599  0.00
C43 2.736 0.854 0.921  0.09
C44 3.535 -0.221 1.556  0.02
C45 4.602 -0.858 0.893  0.03
C46 5.301 -1.910 1.467  0.00
C47 4.990 -2.373 2.737  0.03
C48 3.962 -1.740 3.428  0.00
C49 3.263 -0.696 2.853  0.03
H61 4.888 -0.536 -0.098  0.00
H62 6.105 -2.374 0.905  0.00
H63 5.536 -3.196 3.181  0.00
H64 3.694 -2.068 4.427  0.00
H65 2.466 -0.241 3.421  0.00

LUMO energy (spin up / spin down): 2.14 / 2.13 eV
Spin multiplicity: 6
Total charge: -1
ΔE to the lowest compared entry with this formula, charge and spin: 13.9 kcal/mol
Frontier orbital gap (spin up / spin down): 0.1171 / 0.2507 Ha
Highest occupied orbital energy (spin up / spin down): -1.0 / -4.7 eV

---

Entry 2:
The following is a quantum chemistry calculation of a molecular structure, C49H66Br2GeN5OP3Ru, from the OMol25 dataset.

Each line ends with the Löwdin spin population.
Element x y z (Å)
Ru1 -0.233 -1.119 0.044  1.68
C1 -2.650 -0.765 4.490  0.00
C2 -1.971 -1.446 3.300  0.01
C3 -1.323 -2.771 3.709  0.00
P1 -0.824 -0.391 2.308  0.05
C4 -1.806 1.143 2.111  0.01
N1 -1.110 2.047 1.224  0.01
Ge1 0.139 1.291 0.037  -0.02
N2 -0.047 1.933 -1.892  0.29
C5 -0.503 0.979 -2.889  0.03
P2 -1.187 -0.567 -2.129  0.04
C6 -3.002 -0.225 -2.211  0.01
C7 -3.326 0.976 -1.326  0.00
C8 -3.586 -0.032 -3.611  0.00
C9 -0.786 -1.841 -3.412  0.02
C10 -0.736 -1.399 -4.876  0.01
C11 -1.706 -3.052 -3.240  0.00
C12 0.528 3.056 -2.316  0.08
C13 0.869 3.335 -3.677  0.08
C14 1.655 4.412 -3.963  0.02
C15 2.128 5.259 -2.937  0.17
C16 1.766 5.052 -1.617  -0.01
C17 0.920 4.003 -1.309  0.15
N3 0.392 3.747 -0.035  0.06
C18 -0.972 4.163 0.173  0.01
C19 -1.491 5.356 -0.286  0.01
C20 -2.806 5.682 0.028  0.00
C21 -3.556 4.810 0.801  0.01
C22 -3.036 3.599 1.244  0.00
C23 -1.730 3.249 0.913  0.00
C24 1.312 3.927 1.058  0.01
C25 1.382 5.078 1.815  0.00
C26 2.353 5.180 2.802  0.00
C27 3.233 4.126 2.998  0.01
C28 3.141 2.956 2.253  0.00
C29 2.153 2.831 1.276  0.01
N4 1.904 1.673 0.533  0.00
C30 2.887 0.621 0.641  0.00
P3 2.427 -0.915 -0.263  0.06
C31 2.646 -0.471 -2.062  0.01
C32 3.053 -1.673 -2.920  0.00
C33 3.485 0.767 -2.380  0.00
C34 3.944 -1.944 0.114  0.02
C35 5.272 -1.307 -0.308  0.00
C36 4.078 -2.365 1.580  0.00
C37 0.613 0.131 3.340  0.01
C38 1.576 -1.032 3.550  0.01
C39 0.335 0.851 4.657  0.00
H1 -3.302 -1.488 4.984  0.00
H2 -3.276 0.072 4.183  0.00
H3 -1.941 -0.408 5.233  0.00
H4 -2.762 -1.657 2.580  0.00
H5 -0.697 -2.643 4.593  0.00
H6 -0.702 -3.197 2.918  0.00
H7 -2.095 -3.498 3.968  0.00
H8 -1.958 1.619 3.084  0.00
H9 -2.796 0.833 1.746  0.00
H10 0.335 0.696 -3.532  0.01
H11 -1.246 1.448 -3.537  0.01
H12 -3.472 -1.104 -1.769  0.00
H13 -2.929 1.907 -1.743  0.00
H14 -2.937 0.856 -0.319  0.00
H15 -4.408 1.095 -1.259  0.00
H16 -3.077 0.744 -4.185  0.00
H17 -4.626 0.283 -3.516  0.00
H18 -3.577 -0.947 -4.198  0.00
H19 0.228 -2.148 -3.126  0.01
H20 -1.719 -1.140 -5.262  0.00
H21 -0.358 -2.225 -5.480  0.00
H22 -0.070 -0.554 -5.049  0.00
H23 -2.739 -2.810 -3.493  0.00
H24 -1.683 -3.438 -2.222  0.00
H25 -1.387 -3.853 -3.908  0.00
H26 0.545 2.681 -4.472  0.00
H27 1.935 4.613 -4.987  0.00
H28 2.751 6.105 -3.194  0.01
H29 2.102 5.717 -0.834  0.00
H30 -0.877 6.032 -0.867  0.00
H31 -3.231 6.614 -0.315  0.00
H32 -4.573 5.069 1.065  0.00
H33 -3.657 2.938 1.833  0.00
H34 0.682 5.885 1.632  0.00
H35 2.428 6.075 3.402  0.00
H36 4.005 4.207 3.752  0.00
H37 3.834 2.150 2.448  0.00
H38 3.043 0.310 1.684  0.00
H39 3.854 0.983 0.277  0.00
H40 1.618 -0.241 -2.335  0.00
H41 4.078 -1.990 -2.739  0.00
H42 2.980 -1.409 -3.977  0.00
H43 2.406 -2.537 -2.755  0.00
H44 4.541 0.632 -2.151  0.00
H45 3.136 1.643 -1.831  0.00
H46 3.416 0.988 -3.448  0.00
H47 3.798 -2.847 -0.488  0.00
H48 5.492 -0.414 0.278  0.00
H49 5.316 -1.044 -1.361  0.00
H50 6.079 -2.015 -0.117  0.00
H51 4.296 -1.507 2.218  0.00
H52 4.917 -3.054 1.676  0.00
H53 3.201 -2.862 1.988  0.00
H54 1.088 0.858 2.673  0.00
H55 1.210 -1.717 4.315  0.00
H56 2.546 -0.663 3.886  0.00
H57 1.724 -1.599 2.630  0.01
H58 -0.017 0.163 5.425  0.00
H59 -0.384 1.664 4.558  0.00
H60 1.266 1.288 5.023  0.00
C40 1.412 -4.275 -0.334  0.01
C41 -0.003 -4.569 0.022  0.02
C42 -0.405 -5.906 0.174  -0.01
C43 -1.706 -6.210 0.460  0.03
C44 -2.628 -5.157 0.573  0.01
C45 -4.028 -5.359 0.831  0.23
Br1 -4.700 -7.076 1.061  0.09
C46 -4.917 -4.298 0.906  -0.01
C47 -4.465 -3.007 0.729  0.19
Br2 -5.633 -1.566 0.820  0.06
C48 -3.075 -2.721 0.477  0.08
O1 -2.664 -1.564 0.320  0.30
C49 -2.142 -3.852 0.417  0.06
N5 -0.847 -3.548 0.168  0.02
H61 1.988 -5.190 -0.455  0.00
H62 1.866 -3.665 0.439  0.00
H63 1.449 -3.703 -1.262  0.00
H64 0.331 -6.688 0.056  0.00
H65 -2.025 -7.236 0.576  0.00
H66 -5.963 -4.487 1.099  0.00

LUMO energy (spin up / spin down): -5.17 / -7.16 eV
Spin multiplicity: 5
Total charge: +2
ΔE to the lowest compared entry with this formula, charge and spin: 0.0 kcal/mol
Frontier orbital gap (spin up / spin down): 0.2384 / 0.1819 Ha
Highest occupied orbital energy (spin up / spin down): -11.7 / -12.1 eV

---

Entry 3:
The following is a quantum chemistry calculation of a molecular structure, C49H66N8O2PSSbSiSr at a distorted geometry, from the OMol25 dataset.

Each line ends with the Mulliken charge.
Element x y z (Å)
Sr1 0.531 1.276 -0.392  1.98
C1 -1.158 2.059 3.630  -0.74
C2 -1.164 3.021 2.475  0.37
C3 -1.063 4.383 2.675  -0.72
C4 -1.287 5.207 1.568  -0.73
C5 -1.614 4.669 0.350  -0.55
C6 -1.620 3.251 0.163  -0.69
N1 -1.372 2.462 1.271  0.37
N2 -1.748 2.584 -0.986  0.64
Si1 -2.654 3.156 -2.336  -0.07
C7 -4.452 3.347 -1.817  -1.08
C8 -2.057 4.790 -3.085  -1.33
C9 -2.553 1.877 -3.696  -0.14
H1 -2.189 1.775 3.859  0.28
H2 -0.728 2.508 4.526  0.38
H3 -0.600 1.158 3.375  -0.20
H4 -0.844 4.788 3.654  0.46
H5 -1.206 6.284 1.669  0.44
H6 -1.794 5.312 -0.500  0.27
H7 -4.583 4.102 -1.038  0.32
H8 -4.822 2.395 -1.431  0.27
H9 -5.075 3.630 -2.669  0.38
H10 -2.433 5.678 -2.572  0.41
H11 -2.388 4.852 -4.125  0.38
H12 -0.964 4.835 -3.087  0.31
H13 -2.389 0.885 -3.272  -0.60
H14 -1.715 2.071 -4.370  0.39
H15 -3.466 1.858 -4.296  0.42
O1 1.615 1.140 1.793  -0.06
P1 2.452 2.316 2.184  -1.19
N3 2.447 2.414 3.811  0.84
C10 2.839 3.605 4.582  -0.31
C11 3.326 3.044 5.922  -0.73
C12 2.637 1.681 6.026  -0.78
C13 2.619 1.177 4.589  0.10
N4 4.010 1.948 1.696  1.03
C14 4.327 0.972 0.642  -0.23
C15 5.819 0.682 0.829  -0.77
C16 6.347 1.946 1.508  -0.90
C17 5.211 2.312 2.454  -0.30
N5 2.131 3.896 1.520  0.63
C18 1.654 3.504 0.147  -0.10
C19 1.993 4.537 -0.875  -1.12
C20 3.433 4.788 -0.363  -0.70
C21 3.241 4.853 1.158  -0.37
H16 1.978 4.265 4.710  0.31
H17 3.618 4.185 4.080  0.16
H18 3.065 3.707 6.746  0.41
H19 4.411 2.926 5.919  0.28
H20 1.616 1.802 6.391  0.31
H21 3.156 0.991 6.689  0.42
H22 1.808 0.479 4.384  -0.29
H23 3.560 0.676 4.333  0.25
H24 4.149 1.389 -0.358  0.22
H25 3.720 0.071 0.743  -0.11
H26 6.309 0.464 -0.117  0.40
H27 5.952 -0.178 1.488  0.35
H28 6.495 2.742 0.774  0.30
H29 7.287 1.788 2.035  0.41
H30 5.226 3.367 2.731  0.22
H31 5.286 1.733 3.383  0.26
H32 0.610 3.286 0.394  0.04
H33 2.300 2.611 -0.114  -0.84
H34 1.349 5.406 -0.725  0.27
H35 1.936 4.196 -1.906  0.36
H36 3.918 5.671 -0.774  0.62
H37 4.048 3.917 -0.606  0.11
H38 2.860 5.843 1.423  0.43
H39 4.147 4.686 1.733  0.25
O2 1.611 -0.081 -4.577  -0.64
S1 0.291 -0.253 -3.959  0.33
N6 0.113 -0.002 -2.520  -0.75
C22 -4.720 -1.197 -3.012  -1.54
C23 -4.555 -2.582 -3.589  0.86
C24 -5.621 -3.097 -4.333  -0.66
C25 -5.573 -4.366 -4.880  -0.61
C26 -4.445 -5.154 -4.685  -0.93
C27 -3.384 -4.651 -3.953  -0.11
C28 -3.411 -3.366 -3.405  0.18
Sb1 -1.782 -2.719 -2.115  0.97
C29 -1.884 -4.621 -1.075  0.93
C30 -0.931 -5.623 -1.244  -0.48
C31 -0.951 -6.781 -0.480  -0.88
C32 -1.935 -6.951 0.482  -0.67
C33 -2.903 -5.973 0.645  -0.69
C34 -2.899 -4.813 -0.127  0.79
C35 -4.030 -3.832 0.050  -1.67
C36 -0.205 -3.355 -3.448  0.28
C37 -0.466 -3.562 -4.801  -0.97
C38 0.549 -3.864 -5.698  -0.92
C39 1.855 -3.954 -5.249  -0.74
C40 2.132 -3.731 -3.910  -0.73
C41 1.124 -3.425 -3.001  0.72
C42 1.483 -3.122 -1.575  -0.63
H40 -5.575 -1.165 -2.332  0.43
H41 -4.908 -0.468 -3.803  0.46
H42 -3.844 -0.858 -2.463  -0.27
H43 -6.503 -2.483 -4.479  0.40
H44 -6.413 -4.743 -5.450  0.38
H45 -4.397 -6.156 -5.093  0.43
H46 -2.514 -5.278 -3.796  0.45
H47 -0.164 -5.510 -2.002  0.38
H48 -0.198 -7.544 -0.637  0.45
H49 -1.952 -7.840 1.099  0.40
H50 -3.684 -6.110 1.386  0.42
H51 -4.367 -3.803 1.087  0.49
H52 -4.882 -4.117 -0.573  0.36
H53 -3.755 -2.815 -0.239  0.05
H54 -1.478 -3.476 -5.175  0.51
H55 0.315 -4.018 -6.744  0.42
H56 2.659 -4.179 -5.939  0.38
H57 3.158 -3.768 -3.561  0.36
H58 2.547 -3.288 -1.397  0.52
H59 0.914 -3.733 -0.872  -0.03
H60 1.248 -2.079 -1.347  -0.02
N7 -1.774 -0.911 2.276  0.25
C43 -1.448 -0.929 0.959  -1.15
N8 -0.374 -1.612 0.684  0.55
C44 0.057 -2.088 1.919  0.45
C45 1.151 -2.889 2.237  -0.70
C46 1.347 -3.218 3.564  -0.74
C47 0.475 -2.766 4.567  -0.59
C48 -0.623 -1.979 4.271  -0.99
C49 -0.813 -1.654 2.932  0.18
H61 -2.518 -0.373 2.681  0.30
H62 -2.016 -0.354 0.238  0.77
H63 1.817 -3.240 1.460  0.47
H64 2.185 -3.844 3.842  0.47
H65 0.661 -3.050 5.595  0.42
H66 -1.296 -1.636 5.045  0.48

LUMO energy: 0.09 eV
ΔE to the lowest compared entry with this formula, charge and spin: 62.4 kcal/mol
Frontier orbital gap: 0.2695 Ha
Highest occupied orbital energy: -7.2 eV